Record 1
12
Properties=species:S:1:pos:R:3:forces:R:3:nbo_charge:R:1 method="wB97M-V/def2-TZVPD" spin_multiplicity=1 orbital_gap_ev=7.53 e_homo_ev=-8.220 relative_energy_kcal_mol=121.6
C 0.809630 -0.079236 0.112832 -0.055 0.812 1.714 0.020
C -1.427198 0.620008 -0.540295 0.038 4.449 0.637 -0.457
C -1.027781 1.631014 0.634920 -3.268 0.582 2.001 -0.419
C 0.056449 1.149767 -0.244326 -1.424 -0.811 -1.111 -0.330
H 0.343077 -2.231769 0.256883 -0.689 4.298 3.029 0.403
H -2.168420 1.074100 -1.313133 1.777 -0.995 1.262 0.271
H -1.467580 2.645232 0.341124 1.037 -1.395 0.450 0.232
H -1.256277 1.503180 1.891851 1.169 -0.242 -3.969 0.249
H 0.527158 1.836170 -0.941286 0.129 -0.183 0.282 0.254
N -0.001936 -1.015658 0.925057 0.636 -3.801 -6.075 -0.664
S 2.397026 -0.064745 -0.170717 0.178 -0.929 0.059 0.054
S -1.548964 -1.038169 -0.234885 0.472 -1.786 1.720 0.387

Record 2
8
Properties=species:S:1:pos:R:3:forces:R:3:mulliken_spin:R:1 method="wB97M-V/def2-TZVPD" spin_multiplicity=2 orbital_gap_ev="9.78 / 8.62" total_charge=+1 e_homo_ev="-14.413 / -13.592" relative_energy_kcal_mol=9.2
C 0.641289 -1.098332 1.274454 1.748 -0.183 -0.286 0.002
C 1.619699 -0.736732 0.405970 -0.831 -0.287 0.845 -0.001
H 0.472773 -0.626448 2.246437 -0.290 -0.037 -0.430 -0.003
F -0.019925 -2.228239 1.099266 -0.272 0.399 -0.095 0.001
H 2.288481 0.073100 0.713583 -0.188 -0.246 -0.188 0.000
H 1.864464 -1.379503 -0.445927 -0.001 0.208 0.306 0.000
O -1.790104 1.059337 0.328840 0.578 0.025 -0.394 1.012
Ba -0.003187 1.212659 -1.116967 -0.744 0.120 0.242 -0.010

Record 3
15
Properties=species:S:1:pos:R:3:forces:R:3:lowdin_charge:R:1 method="wB97M-V/def2-TZVPD" spin_multiplicity=1 orbital_gap_ev=8.12 total_charge=-1 e_homo_ev=-5.023
C 0.675815 -2.188597 0.957026 -2.724 5.076 0.011 -0.147
C -0.154767 -1.157495 1.056021 4.761 -5.372 -0.681 -0.279
In -1.246464 0.865377 1.022132 -0.342 -0.021 -0.278 0.413
C -3.045387 0.687389 -0.363300 -0.342 -0.107 -0.656 -0.324
C 0.185019 2.439259 0.156388 5.105 4.025 -3.308 -0.285
C 1.091834 3.217247 -0.423664 -3.124 -4.288 2.266 -0.160
H 1.615252 -2.832529 0.753626 -2.274 1.252 0.561 -0.011
H -1.680374 1.427159 2.666614 0.175 -0.238 -0.392 -0.119
H -3.700566 -0.203662 -0.039313 0.820 1.477 -0.396 -0.032
H -2.719403 0.464462 -1.455678 -0.560 0.547 1.775 -0.023
H -3.639558 1.688061 -0.318708 0.877 -1.844 -0.189 -0.024
H 2.060192 3.551787 -0.957549 -2.334 -0.498 1.250 -0.006
O 3.592828 -2.969055 -0.803637 0.105 0.114 -0.252 -0.081
H 2.945354 -2.875520 -1.514430 0.016 0.008 0.210 0.038
H 3.965706 -2.083091 -0.709741 -0.158 -0.130 0.079 0.040

Record 4
7
Properties=species:S:1:pos:R:3:forces:R:3:nbo_charge:R:1 method="wB97M-V/def2-TZVPD" spin_multiplicity=1 orbital_gap_ev="10.14 / 7.89" e_homo_ev="-11.872 / -9.961" relative_energy_kcal_mol=274.6
C 0.208198 -0.576823 0.163113 -1.695 -4.935 -0.726 0.140
N -1.132456 -1.927345 -0.090703 0.693 2.799 0.369 0.177
N 1.405731 -0.919142 0.235315 -0.186 -0.876 0.118 0.185
F -2.416381 -1.376355 0.026054 2.434 -0.309 -0.089 -0.226
F 1.887560 -2.152231 -0.052284 -1.235 0.258 0.316 -0.159
F 2.850038 -0.001308 -0.108777 0.985 0.982 -0.377 -0.340
H 0.041885 0.430918 0.289706 -0.996 2.081 0.389 0.223